(1)
Density functional theory data (ωB97M-V with the def2-TZVPD basis set) for a structure of composition C35H44N3NiO4PS2.

ORCA input file:
```
! wB97M-V def2-TZVPD RIJCOSX def2/J DEFGRID3
* xyz -1 4
Ni 12.757 11.832 12.361
C 11.684 12.991 16.346
C 11.755 12.345 15.011
N 12.418 12.924 14.017
O 12.987 14.145 14.413
C 11.226 10.985 14.759
C 10.298 10.325 15.705
N 11.424 10.489 13.554
O 10.980 9.446 13.051
H 10.876 12.510 16.908
H 11.448 14.014 16.193
H 12.632 12.858 16.917
H 13.113 14.548 13.541
H 10.776 10.080 16.694
H 10.035 9.331 15.253
H 9.360 10.894 15.892
O 12.924 11.675 10.428
N 11.954 12.135 9.661
C 12.067 12.096 8.306
C 11.002 12.533 7.501
C 9.730 12.911 8.093
C 9.687 13.031 9.447
C 10.865 12.711 10.257
S 10.859 12.784 11.910
H 13.085 11.769 7.942
H 11.120 12.348 6.467
H 8.824 13.136 7.454
H 8.828 13.253 10.022
O 10.324 6.712 8.751
S 9.009 5.997 8.686
C 7.876 7.099 9.431
C 7.746 8.431 9.008
C 6.675 9.165 9.512
C 5.744 8.568 10.376
C 5.813 7.217 10.664
C 6.912 6.450 10.226
C 8.381 5.892 7.007
C 7.025 5.554 6.804
C 6.624 5.658 5.476
C 7.557 5.810 4.441
C 8.886 6.037 4.684
C 9.335 6.104 6.011
H 8.477 8.814 8.300
H 6.601 10.225 9.313
H 4.891 9.155 10.689
H 5.040 6.776 11.303
H 7.015 5.371 10.546
H 6.305 5.410 7.577
H 5.581 5.485 5.232
H 7.204 5.933 3.447
H 9.562 6.195 3.879
H 10.358 6.390 6.268
C 16.413 11.744 10.821
C 16.167 12.047 12.322
C 15.669 13.468 12.383
C 17.526 11.984 13.047
P 14.775 10.914 12.897
C 15.201 10.645 14.697
C 15.511 9.463 15.437
C 15.838 9.527 16.831
C 15.751 10.674 17.516
C 15.425 11.866 16.795
C 15.096 11.827 15.473
C 14.731 9.091 12.315
C 14.011 8.282 13.356
C 14.030 8.908 10.927
C 16.160 8.413 12.228
H 17.176 12.489 10.418
H 15.478 11.741 10.264
H 16.804 10.739 10.688
H 16.253 13.983 11.593
H 15.751 14.085 13.273
H 14.639 13.586 12.144
H 18.348 12.182 12.334
H 17.808 10.997 13.427
H 17.536 12.644 13.897
H 15.813 8.618 14.851
H 16.008 8.623 17.413
H 15.947 10.740 18.556
H 15.465 12.768 17.338
H 14.794 12.751 14.939
H 13.556 8.761 14.253
H 14.562 7.405 13.745
H 13.173 7.860 12.815
H 12.934 8.933 11.014
H 14.286 7.934 10.502
H 14.218 9.676 10.151
H 16.861 8.745 13.015
H 16.687 8.710 11.285
H 15.976 7.347 12.377
*
```

Summary:
HOMO-LUMO gap (spin up / spin down)   2.62 / 4.93 eV
HOMO (spin up / spin down)   -0.45 / -2.76 eV
LUMO level (spin up / spin down)   2.17 / 2.17 eV

(2)
Density functional theory data (ωB97M-V with the def2-TZVPD basis set) for a structure of composition C35H45BCoN12OS2Te.

ORCA input file:
```
! wB97M-V def2-TZVPD RIJCOSX def2/J DEFGRID3
* xyz 1 3
Co 0.490 0.168 0.454
C -0.495 0.595 -3.035
C -1.304 1.100 -1.888
C -2.512 1.799 -1.963
C -2.875 2.026 -0.655
N -1.948 1.482 0.148
N -0.978 0.914 -0.608
B -1.890 1.552 1.714
N -1.770 0.127 2.308
C -2.508 -0.490 3.249
C -2.029 -1.771 3.397
C -0.967 -1.868 2.488
C -0.190 -3.087 2.127
N -0.813 -0.708 1.856
N -0.601 2.335 2.038
C -0.321 3.392 2.811
C 1.030 3.649 2.710
C 1.531 2.684 1.833
C 2.943 2.568 1.359
N 0.533 1.882 1.445
N -3.173 2.179 2.213
C -4.417 1.659 2.058
C -5.310 2.536 2.613
C -4.514 3.595 3.102
C -4.954 4.833 3.813
N -3.235 3.372 2.855
H -1.086 -0.080 -3.654
H -0.183 1.423 -3.675
H 0.389 0.058 -2.701
H -3.031 2.108 -2.853
H -3.720 2.549 -0.244
H -3.312 0.022 3.748
H -2.399 -2.534 4.059
H 0.023 -3.692 3.008
H -0.770 -3.701 1.433
H 0.753 -2.843 1.641
H -1.114 3.887 3.341
H 1.580 4.448 3.174
H 3.524 3.403 1.749
H 3.406 1.636 1.672
H 2.995 2.591 0.272
H -4.568 0.714 1.561
H -6.381 2.438 2.665
H -6.040 4.872 3.880
H -4.551 4.866 4.825
H -4.613 5.725 3.288
S -2.620 -1.832 -0.382
C -1.441 -2.114 -1.500
N -1.665 -2.447 -2.798
N -2.884 -2.344 -3.196
C -3.275 -2.639 -4.510
C -2.350 -3.072 -5.456
C -2.795 -3.351 -6.736
C -4.136 -3.204 -7.069
C -5.046 -2.771 -6.114
C -4.620 -2.486 -4.829
N -0.027 -2.241 -1.342
N 0.699 -1.497 -0.660
C 2.076 -1.969 -0.722
C 3.098 -1.041 -0.835
C 4.409 -1.487 -0.923
C 4.692 -2.845 -0.861
C 3.659 -3.764 -0.726
C 2.343 -3.330 -0.667
H -3.586 -2.057 -2.501
H -1.312 -3.185 -5.181
H -2.088 -3.690 -7.481
H -4.471 -3.429 -8.072
H -6.091 -2.656 -6.370
H -5.323 -2.148 -4.076
H 2.878 0.019 -0.881
H 5.211 -0.769 -1.035
H 5.715 -3.189 -0.922
H 3.874 -4.822 -0.675
H 1.528 -4.033 -0.570
O 2.018 -0.376 1.633
S 2.096 -1.151 2.940
C 2.763 0.023 4.161
C 4.274 -0.213 4.285
C 4.729 -0.938 3.019
C 3.673 -2.010 2.788
H 2.218 -0.104 5.095
H 2.501 0.995 3.750
H 4.469 -0.849 5.150
H 4.803 0.725 4.446
H 5.724 -1.368 3.122
H 4.744 -0.262 2.162
H 3.690 -2.777 3.567
H 3.683 -2.487 1.808
C 3.005 1.131 -3.811
Te 2.147 2.489 -2.406
C 4.003 3.484 -2.074
H 3.142 1.622 -4.769
H 2.351 0.271 -3.928
H 3.963 0.795 -3.421
H 4.712 2.813 -1.594
H 3.823 4.343 -1.433
H 4.394 3.826 -3.028
*
```

Summary:
HOMO-LUMO gap (spin up / spin down)   6.79 / 5.68 eV
HOMO (spin up / spin down)   -10.07 / -10.10 eV
LUMO level (spin up / spin down)   -3.28 / -4.42 eV

(3)
Density functional theory data (ωB97M-V with the def2-TZVPD basis set) for a structure of composition C35H45BrFNO29S.

ORCA input file:
```
! wB97M-V def2-TZVPD RIJCOSX def2/J DEFGRID3
* xyz 0 1
O 1.138 0.356 -4.536
S 2.159 0.195 -3.574
O 3.269 -0.641 -3.859
F 2.772 1.615 -3.292
N 1.519 -0.228 -2.073
Br 0.618 1.307 -1.413
C 2.639 -0.680 -1.176
C 2.242 -0.789 0.311
C 3.204 0.004 1.167
C 4.041 -0.663 2.059
C 4.969 0.024 2.839
C 5.086 1.403 2.732
C 4.251 2.096 1.858
C 3.326 1.390 1.094
H 3.508 -0.032 -1.246
H 2.913 -1.664 -1.538
H 1.198 -0.551 0.491
H 2.368 -1.825 0.609
H 3.980 -1.741 2.136
H 5.605 -0.532 3.508
H 5.816 1.945 3.306
H 4.318 3.161 1.748
H 2.713 1.960 0.410
C -1.594 -4.814 -0.078
C -0.417 -4.089 -0.663
O -0.092 -3.140 0.368
C -0.563 -3.627 1.543
O -0.310 -3.163 2.610
O -1.354 -4.703 1.340
H -1.646 -5.862 -0.382
H -2.538 -4.329 -0.315
H 0.445 -4.742 -0.820
H -0.658 -3.587 -1.595
C -2.693 -9.406 2.171
C -1.634 -8.384 2.529
O -1.187 -7.952 1.239
C -2.177 -8.183 0.353
O -2.183 -7.765 -0.763
O -3.157 -8.930 0.902
H -3.511 -9.445 2.886
H -2.282 -10.408 2.041
H -2.039 -7.524 3.064
H -0.809 -8.802 3.099
C -5.760 -5.131 -2.093
C -5.788 -5.165 -3.605
O -4.735 -4.257 -3.949
C -3.875 -4.194 -2.907
O -2.814 -3.659 -2.942
O -4.388 -4.820 -1.821
H -6.036 -6.078 -1.639
H -6.388 -4.341 -1.677
H -5.548 -6.150 -4.007
H -6.734 -4.831 -4.024
C 6.471 2.218 -4.994
C 5.849 2.197 -3.615
O 6.544 3.259 -2.949
C 7.007 4.115 -3.891
O 7.473 5.182 -3.661
O 6.856 3.590 -5.132
H 5.777 1.933 -5.781
H 7.363 1.592 -5.061
H 4.789 2.434 -3.632
H 5.995 1.255 -3.093
C 3.207 6.491 -1.028
C 4.033 5.237 -0.849
O 3.807 4.915 0.529
C 2.627 5.473 0.904
O 2.072 5.251 1.927
O 2.170 6.313 -0.057
H 2.782 6.586 -2.025
H 3.761 7.400 -0.789
H 3.679 4.407 -1.465
H 5.093 5.392 -1.037
C -7.758 -1.986 0.729
C -6.645 -1.978 1.749
O -6.721 -3.310 2.281
C -7.308 -4.104 1.359
O -7.368 -5.289 1.419
O -7.824 -3.364 0.342
H -7.545 -1.357 -0.130
H -8.720 -1.697 1.157
H -5.665 -1.830 1.295
H -6.791 -1.238 2.529
C -0.044 9.286 -1.425
C -0.051 9.294 -2.939
O 1.016 10.194 -3.245
C 1.865 10.219 -2.186
O 2.934 10.733 -2.190
O 1.325 9.569 -1.125
H -0.336 8.330 -0.999
H -0.667 10.074 -0.999
H 0.181 8.315 -3.363
H -0.987 9.652 -3.361
C -9.382 2.504 -0.696
C -8.986 1.666 -1.893
O -7.649 1.274 -1.560
C -7.514 1.334 -0.215
O -6.581 0.912 0.388
O -8.588 1.933 0.350
H -10.439 2.435 -0.454
H -9.109 3.554 -0.810
H -9.599 0.770 -1.998
H -9.000 2.219 -2.829
C 6.964 -1.068 7.002
C 6.319 -0.338 8.161
O 6.280 1.010 7.688
C 6.305 0.986 6.332
O 6.117 1.929 5.639
O 6.576 -0.266 5.884
H 6.606 -2.087 6.884
H 8.054 -1.076 7.068
H 5.298 -0.674 8.351
H 6.893 -0.403 9.082
*
```

Summary:
HOMO-LUMO gap   8.27 eV
HOMO   -8.57 eV
LUMO level   -0.30 eV

(4)
Density functional theory data (ωB97M-V with the def2-TZVPD basis set) for a structure of composition C35H45BrMoN4P2.

ORCA input file:
```
! wB97M-V def2-TZVPD RIJCOSX def2/J DEFGRID3
* xyz 4 3
C 2.900 -0.923 2.722
C 2.964 -0.712 1.337
C 3.978 -1.343 0.595
C 4.763 -2.309 1.250
N 4.594 -2.605 2.537
C 3.742 -1.902 3.279
C 1.906 0.040 0.664
C 1.480 1.279 0.278
C 1.739 2.680 0.079
C 0.786 3.438 -0.621
C 1.043 4.769 -0.933
C 2.224 5.352 -0.458
C 3.166 4.617 0.268
C 2.935 3.270 0.525
Mo 0.132 -0.112 -0.276
P -0.022 -2.421 0.254
H 4.129 -1.121 -0.461
H 2.183 -0.380 3.335
H 5.524 -2.861 0.685
H 3.682 -2.120 4.351
H 3.653 2.651 1.062
H -0.158 2.973 -0.919
H 4.074 5.093 0.621
H 0.333 5.333 -1.522
C -1.592 -3.124 -0.394
C -1.632 -4.639 -0.630
H -1.817 -2.598 -1.335
H -2.378 -2.826 0.317
H -2.615 -4.910 -1.039
H -0.879 -4.967 -1.356
H -1.505 -5.209 0.299
C 1.349 -3.419 -0.467
C 1.697 -4.708 0.278
H 2.234 -2.763 -0.500
H 1.091 -3.628 -1.517
H 2.522 -5.217 -0.240
H 2.039 -4.508 1.302
H 0.855 -5.412 0.308
C -0.060 -2.692 2.067
C -0.708 -4.000 2.543
H -0.605 -1.836 2.496
H 0.972 -2.598 2.436
H -0.650 -4.060 3.638
H -1.769 -4.052 2.271
H -0.198 -4.887 2.149
Br 2.531 7.194 -0.806
P 0.498 0.008 -2.599
C 0.398 -1.626 -3.428
C 0.059 -1.582 -4.917
H -0.355 -2.224 -2.887
H 1.362 -2.130 -3.257
H 0.019 -2.608 -5.306
H -0.921 -1.124 -5.095
H 0.819 -1.047 -5.502
C -0.799 1.072 -3.346
C -0.427 1.758 -4.664
H -1.070 1.832 -2.597
H -1.694 0.442 -3.469
H -1.274 2.369 -5.003
H 0.431 2.432 -4.547
H -0.209 1.042 -5.466
C 2.123 0.765 -3.005
C 2.706 0.438 -4.380
H 2.826 0.452 -2.218
H 2.006 1.852 -2.878
H 3.688 0.921 -4.474
H 2.860 -0.639 -4.513
H 2.085 0.819 -5.200
N -6.087 5.420 6.599
C -5.538 4.770 5.796
C -4.878 3.963 4.803
C -3.789 4.474 4.078
C -3.116 3.663 3.161
C -3.631 2.395 2.881
C -4.744 1.887 3.559
C -5.333 2.657 4.564
N -3.059 1.628 1.845
C -3.730 0.674 1.067
C -2.826 0.156 0.205
N -1.582 0.744 0.467
C -1.768 1.662 1.430
H -3.471 5.505 4.238
H -2.234 4.021 2.627
H -5.122 0.890 3.324
H -6.153 2.244 5.154
H -4.779 0.473 1.193
H -2.915 -0.574 -0.579
H -1.004 2.297 1.865
*
```

Summary:
HOMO-LUMO gap (spin up / spin down)   4.71 / 2.40 eV
HOMO (spin up / spin down)   -17.92 / -17.92 eV
LUMO level (spin up / spin down)   -13.21 / -15.51 eV

(5)
Density functional theory data (ωB97M-V with the def2-TZVPD basis set) for a structure of composition C35H45GeINO4OsSi2Te.

ORCA input file:
```
! wB97M-V def2-TZVPD RIJCOSX def2/J DEFGRID3
* xyz 1 1
Os -2.574 -0.148 0.648
O -5.644 2.274 1.709
C -4.951 1.413 1.232
O -3.978 0.785 1.854
C -5.143 0.941 -0.188
C -6.256 1.256 -0.937
C -6.364 0.727 -2.214
C -5.355 -0.093 -2.698
C -4.259 -0.356 -1.900
N -4.160 0.163 -0.670
H -7.008 1.897 -0.499
H -7.230 0.944 -2.825
H -5.409 -0.528 -3.685
H -3.440 -0.982 -2.228
C 3.167 2.808 1.122
Si 1.698 1.799 1.674
C 1.633 0.198 0.730
C 1.750 1.471 3.514
C 0.182 2.900 1.284
Te -1.802 2.238 1.516
C -1.881 2.300 3.603
Si -2.397 4.022 4.290
C -4.221 3.922 4.644
C -1.355 4.256 5.819
C -2.041 5.388 3.054
H 4.092 2.278 1.363
H 3.207 3.785 1.607
H 3.154 2.962 0.041
H 2.649 -0.098 0.462
H 1.075 0.287 -0.200
H 1.190 -0.613 1.309
H 2.725 1.052 3.778
H 0.995 0.741 3.817
H 1.616 2.378 4.107
H 0.231 3.249 0.251
H 0.210 3.770 1.947
H -0.917 1.987 4.002
H -2.641 1.573 3.890
H -4.418 3.288 5.511
H -4.765 3.506 3.792
H -4.630 4.912 4.853
H -1.494 3.433 6.522
H -1.625 5.180 6.335
H -0.294 4.314 5.568
H -2.385 5.162 2.041
H -0.980 5.644 3.006
H -2.576 6.286 3.368
I -1.493 -1.292 2.634
O -1.332 -0.868 -0.858
C -1.016 0.215 -1.441
O -1.522 1.285 -0.995
C -0.117 0.211 -2.638
C 0.276 -1.174 -3.154
Ge 1.673 -2.237 -2.240
C 0.983 -3.187 -0.680
C 1.663 -3.285 0.532
C 1.187 -4.095 1.557
C 0.019 -4.820 1.384
C -0.680 -4.724 0.187
C -0.199 -3.915 -0.832
C 2.237 -3.576 -3.544
C 2.798 -3.154 -4.750
C 3.254 -4.071 -5.683
C 3.161 -5.431 -5.419
C 2.611 -5.866 -4.223
C 2.153 -4.943 -3.291
C 3.251 -1.129 -1.922
C 4.307 -1.601 -1.141
C 5.459 -0.848 -0.962
C 5.584 0.391 -1.576
C 4.561 0.860 -2.386
C 3.408 0.103 -2.557
H 0.741 0.840 -2.386
H -0.664 0.769 -3.404
H 0.632 -1.076 -4.182
H -0.617 -1.801 -3.206
H 2.578 -2.728 0.691
H 1.738 -4.167 2.486
H -0.348 -5.458 2.177
H -1.592 -5.290 0.045
H -0.748 -3.867 -1.767
H 2.896 -2.094 -4.965
H 3.688 -3.728 -6.614
H 3.523 -6.150 -6.143
H 2.541 -6.926 -4.011
H 1.727 -5.297 -2.359
H 4.250 -2.582 -0.684
H 6.267 -1.236 -0.354
H 6.483 0.977 -1.441
H 4.663 1.811 -2.893
H 2.635 0.483 -3.215
*
```

Summary:
HOMO-LUMO gap (spin up / spin down)   6.19 / 6.16 eV
HOMO (spin up / spin down)   -10.90 / -10.90 eV
LUMO level (spin up / spin down)   -4.71 / -4.74 eV

Molecular weight, respectively: 724.55, 911.31, 1074.69, 759.56, 1117.26 g/mol.